The following is a quantum chemistry calculation of one molecule with the formula C16H16N2OS, from the Open Molecules 2025 dataset.

Last column: natural (NBO) charge in e.
Element x y z (Å)
S1 -1.51 3.02 -1.15  0.2529
O1 2.84 -1.05 1.76  -0.5443
N1 -0.86 1.70 1.00  -0.5987
N2 1.24 1.06 -3.26  -0.3366
C1 0.80 1.01 -2.20  0.2936
C2 -1.88 -2.77 -0.35  -0.1960
C3 0.90 -0.20 -0.05  -0.2697
C4 0.15 -3.76 -1.14  -0.2004
C5 -0.04 1.03 1.89  0.2469
C6 -0.21 1.47 3.31  -0.6512
C7 0.33 0.92 -0.89  -0.2733
C8 0.83 0.11 1.43  -0.1782
C9 0.16 -1.49 -0.35  0.0721
C10 -0.59 1.75 -0.35  0.1195
C11 -1.74 2.40 -2.84  -0.7315
C12 0.83 -2.59 -0.88  -0.2304
C13 -1.20 -3.86 -0.88  -0.2197
C14 1.36 -1.15 3.60  -0.7135
C15 -1.20 -1.60 -0.08  -0.2491
C16 1.78 -0.70 2.22  0.5715
H1 -0.86 2.59 -3.44  0.2442
H2 0.72 1.42 3.86  0.2378
H3 -0.57 2.50 3.34  0.2191
H4 -0.95 0.85 3.83  0.2325
H5 0.69 -4.61 -1.56  0.2143
H6 -2.93 -2.84 -0.14  0.2095
H7 1.89 -2.51 -1.08  0.2208
H8 -2.60 2.94 -3.24  0.2360
H9 0.28 -1.23 3.69  0.2177
H10 -1.95 1.33 -2.79  0.2366
H11 1.74 -0.47 4.36  0.2321
H12 1.96 -0.35 -0.32  0.2564
H13 -1.48 2.41 1.36  0.4106
H14 -1.73 -0.76 0.33  0.2098
H15 -1.73 -4.78 -1.09  0.2127
H16 1.81 -2.13 3.79  0.2461

Summary:
HOMO energy (eV): -8.3
Lowest unoccupied orbital energy (eV): 0.18
Multiplicity: 1
SMILES: CSC1=C(C#N)[C@H](c2ccccc2)C(C(C)=O)=C(C)N1
Largest force on an atom (eV/Å): 1.3